# 1
DFT (wB97M-V/def2-TZVPD) results for a single C6H6O2 molecule in a non-equilibrium geometry.

Each line ends with the Löwdin charge.
Geometry (Å):
C (2.56, 0.28, 0.00)  -0.32
C (0.13, 0.64, -0.32)  -0.19
C (-0.95, 1.35, -0.25)  0.03
C (-2.01, 0.13, -0.13)  -0.11
C (-1.45, -1.04, 0.22)  -0.09
C (0.07, -0.85, -0.03)  -0.14
H (3.43, 1.05, 0.35)  0.18
H (-1.16, 2.49, -0.18)  0.15
H (-3.10, 0.27, -0.12)  0.09
H (-2.33, -1.79, 0.71)  0.17
H (0.26, -1.29, -1.04)  0.14
H (0.53, -1.38, 0.73)  0.09
O (2.53, -0.90, -0.32)  0.04
O (1.48, 1.04, 0.39)  -0.04

As for the lowest unoccupied orbital energy: 0.684 eV. For the total energy, the calculation gives -10409.3661 eV. The total charge is 0. Its orbital gap is 9.784 eV. The HOMO energy comes out at -9.1 eV. Its SMILES is O=COC1=CC=CC1.



# 2
DFT (wB97M-V/def2-TZVPD) results for a single C4H9NO2 molecule in a non-equilibrium geometry.

Each line ends with the Löwdin charge.
Geometry (Å):
C (-1.81, -0.81, -2.69)  -0.09
C (-1.00, 0.16, -1.80)  -0.34
N (-0.36, -0.35, -0.63)  -0.11
C (0.13, 0.75, 0.21)  -0.13
C (1.00, 0.33, 1.42)  -0.49
O (0.47, -0.64, 2.22)  0.07
O (2.10, 0.73, 1.67)  0.10
H (-1.66, -0.48, -3.70)  0.06
H (-2.85, -0.77, -2.51)  0.04
H (-1.60, -1.89, -2.51)  0.08
H (-1.72, 1.00, -1.51)  0.12
H (-0.18, 0.55, -2.49)  0.12
H (-1.03, -1.12, -0.24)  0.17
H (0.87, 1.30, -0.34)  0.12
H (-0.69, 1.30, 0.68)  0.13
H (0.89, -0.79, 3.10)  0.14

As for the lowest unoccupied orbital energy: 0.760 eV. For the total energy, the calculation gives -9878.3012 eV. The total charge is 0. Its orbital gap is 9.780 eV. The HOMO energy comes out at -9.0 eV. Its SMILES is CCNCC(=O)O.



# 3
DFT (wB97M-V/def2-TZVPD) results for a molecular structure, C62H51N6O3S3Sn.

Each line ends with the Löwdin charge.
Geometry (Å):
Sn (-0.26, 0.10, 0.08)  1.29
N (-0.50, -2.33, -0.35)  -0.39
S (-0.40, -3.54, -1.14)  0.75
N (0.82, -3.75, -2.26)  -0.36
S (0.90, -3.10, -3.65)  0.87
N (0.75, -1.58, -3.87)  -0.35
S (1.45, -0.37, -2.99)  0.79
N (1.01, -0.10, -1.64)  -0.38
C (3.20, -0.66, -3.07)  -0.30
C (3.98, -0.21, -4.13)  -0.05
C (5.35, -0.45, -4.10)  -0.05
C (5.92, -1.13, -3.04)  -0.06
C (5.13, -1.57, -1.98)  -0.06
C (3.76, -1.33, -1.99)  -0.07
C (1.19, 0.93, -4.16)  -0.32
C (0.83, 0.73, -5.49)  -0.08
C (0.66, 1.83, -6.31)  -0.06
C (0.87, 3.11, -5.80)  -0.05
C (1.24, 3.30, -4.48)  -0.03
C (1.41, 2.20, -3.65)  -0.05
C (2.42, -3.76, -4.30)  -0.32
C (2.77, -3.37, -5.58)  -0.05
C (3.90, -3.91, -6.16)  -0.05
C (4.67, -4.83, -5.45)  -0.05
C (4.30, -5.21, -4.16)  -0.05
C (3.17, -4.68, -3.58)  -0.06
C (-0.27, -3.77, -4.80)  -0.31
C (-0.26, -5.15, -4.97)  -0.06
C (-1.13, -5.72, -5.88)  -0.05
C (-2.00, -4.91, -6.60)  -0.05
C (-2.01, -3.54, -6.41)  -0.05
C (-1.13, -2.95, -5.51)  -0.06
C (-0.11, -5.04, -0.22)  -0.31
C (0.61, -6.13, -0.70)  -0.08
C (0.77, -7.23, 0.12)  -0.06
C (0.22, -7.24, 1.40)  -0.06
C (-0.50, -6.15, 1.86)  -0.05
C (-0.67, -5.03, 1.05)  -0.06
C (-1.89, -3.88, -2.06)  -0.31
C (-2.34, -5.16, -2.34)  -0.06
C (-3.53, -5.32, -3.04)  -0.06
C (-4.26, -4.20, -3.44)  -0.06
C (-3.80, -2.93, -3.14)  -0.06
C (-2.62, -2.76, -2.45)  -0.07
H (3.54, 0.33, -4.96)  0.12
H (5.97, -0.10, -4.92)  0.11
H (6.99, -1.31, -3.02)  0.11
H (5.57, -2.09, -1.15)  0.11
H (3.13, -1.65, -1.18)  0.09
H (0.66, -0.27, -5.87)  0.09
H (0.37, 1.70, -7.34)  0.11
H (0.73, 3.97, -6.45)  0.11
H (1.38, 4.29, -4.07)  0.12
H (1.70, 2.34, -2.62)  0.10
H (2.16, -2.66, -6.13)  0.12
H (4.19, -3.62, -7.16)  0.12
H (5.55, -5.26, -5.90)  0.11
H (4.91, -5.92, -3.61)  0.12
H (2.87, -4.95, -2.57)  0.10
H (0.43, -5.77, -4.40)  0.12
H (-1.13, -6.79, -6.03)  0.12
H (-2.68, -5.36, -7.31)  0.12
H (-2.69, -2.92, -6.97)  0.12
H (-1.13, -1.88, -5.34)  0.11
H (1.03, -6.11, -1.69)  0.09
H (1.33, -8.09, -0.24)  0.11
H (0.35, -8.11, 2.03)  0.11
H (-0.92, -6.16, 2.86)  0.10
H (-1.20, -4.16, 1.40)  0.08
H (-1.77, -6.03, -2.03)  0.11
H (-3.90, -6.31, -3.26)  0.11
H (-5.19, -4.33, -3.97)  0.11
H (-4.38, -2.06, -3.44)  0.12
H (-2.26, -1.77, -2.18)  0.10
N (1.58, -1.16, 1.36)  0.05
C (2.18, -0.93, 2.63)  -0.26
C (3.52, -0.58, 2.75)  -0.02
C (4.06, -0.30, 3.99)  -0.07
C (3.26, -0.39, 5.13)  -0.07
C (1.93, -0.74, 5.00)  -0.01
C (1.37, -0.99, 3.75)  -0.18
C (-0.06, -1.39, 3.59)  -0.13
C (-0.32, -2.75, 3.70)  -0.03
C (-1.59, -3.27, 3.51)  -0.11
C (-2.62, -2.41, 3.16)  -0.06
C (-2.38, -1.05, 3.07)  -0.02
C (-1.11, -0.49, 3.30)  -0.14
H (0.95, -1.95, 1.34)  0.04
H (2.27, -1.29, 0.63)  0.06
H (4.14, -0.51, 1.85)  0.11
H (5.10, -0.01, 4.08)  0.11
H (3.68, -0.18, 6.10)  0.11
H (1.29, -0.81, 5.88)  0.13
H (0.50, -3.41, 3.95)  0.13
H (-1.77, -4.33, 3.63)  0.09
H (-3.62, -2.79, 2.99)  0.11
H (-3.20, -0.40, 2.83)  0.12
O (-0.73, 2.36, -1.04)  -0.14
N (0.36, 2.81, -0.61)  -0.57
O (0.83, 3.87, -0.99)  0.06
O (0.98, 2.10, 0.25)  -0.20
C (1.15, 5.85, 3.49)  -0.08
C (2.01, 4.91, 2.94)  -0.07
C (1.64, 3.58, 2.89)  -0.05
C (0.39, 3.15, 3.35)  -0.18
C (-0.46, 4.11, 3.92)  -0.02
C (-0.08, 5.44, 3.98)  -0.07
C (0.13, 1.70, 3.24)  0.01
C (-1.02, 1.01, 3.31)  -0.16
C (-2.32, 1.73, 3.39)  -0.25
C (-2.79, 2.42, 2.28)  -0.03
C (-3.99, 3.13, 2.35)  -0.06
C (-4.72, 3.14, 3.53)  -0.08
C (-4.26, 2.44, 4.63)  -0.07
C (-3.07, 1.73, 4.56)  -0.04
H (1.43, 6.89, 3.54)  0.10
H (2.98, 5.22, 2.56)  0.10
H (2.31, 2.85, 2.46)  0.11
H (-1.42, 3.82, 4.32)  0.10
H (-0.76, 6.16, 4.42)  0.10
H (1.04, 1.15, 3.09)  0.09
H (-2.21, 2.43, 1.36)  0.10
H (-4.34, 3.67, 1.48)  0.11
H (-5.65, 3.70, 3.58)  0.10
H (-4.83, 2.45, 5.56)  0.10
H (-2.71, 1.18, 5.43)  0.13

As for the lowest unoccupied orbital energy: -2.596 eV. For the total energy, the calculation gives -118528.1826 eV. The total charge is +1. Its orbital gap is 6.707 eV. The HOMO energy comes out at -9.3 eV.



# 4
DFT (wB97M-V/def2-TZVPD) results for a molecular structure, C23H31BFIrNO2 in a non-equilibrium geometry.

Each line ends with the Löwdin charge.
Geometry (Å):
Ir (-0.26, 2.03, -0.68)  1.43
C (0.08, 2.03, 3.17)  0.00
C (0.56, 2.78, 1.98)  -0.18
C (1.70, 2.31, 1.27)  -0.19
C (2.52, 1.19, 1.82)  0.00
C (2.12, 2.98, 0.09)  -0.21
C (3.35, 2.51, -0.63)  -0.01
C (1.49, 4.20, -0.29)  -0.20
C (2.10, 5.05, -1.35)  0.00
C (0.32, 4.63, 0.40)  -0.20
C (-0.46, 5.78, -0.13)  -0.02
C (-0.09, 3.97, 1.58)  -0.16
C (-1.22, 4.51, 2.38)  0.01
H (0.60, 2.40, 4.06)  0.13
H (0.28, 0.96, 3.09)  0.10
H (-0.99, 2.16, 3.34)  0.10
H (3.57, 1.33, 1.58)  0.10
H (2.21, 0.23, 1.41)  0.10
H (2.44, 1.14, 2.90)  0.10
H (4.24, 2.92, -0.15)  0.13
H (3.36, 2.84, -1.67)  0.09
H (3.43, 1.43, -0.62)  0.10
H (1.77, 4.76, -2.35)  0.10
H (3.18, 4.98, -1.33)  0.10
H (1.83, 6.10, -1.21)  0.10
H (-0.15, 6.71, 0.34)  0.12
H (-1.52, 5.65, 0.06)  0.10
H (-0.33, 5.90, -1.21)  0.09
H (-2.15, 4.03, 2.06)  0.12
H (-1.34, 5.58, 2.23)  0.10
H (-1.09, 4.32, 3.44)  0.10
N (-0.22, 2.25, -3.80)  0.26
C (-0.03, 2.46, -2.68)  -0.10
H (-0.40, 2.07, -4.77)  0.14
F (-2.07, 2.68, 0.00)  -0.42
C (-2.48, -5.88, -2.02)  -0.03
C (-1.73, -5.85, -0.66)  -0.56
C (-0.88, -7.11, -0.54)  -0.05
C (-2.82, -5.88, 0.44)  -0.03
C (-0.97, -4.57, -0.55)  -0.13
C (0.44, -4.55, -0.36)  0.02
C (1.17, -3.39, -0.23)  0.04
C (0.46, -2.19, -0.32)  -0.20
O (0.89, -0.94, -0.25)  0.13
B (-0.25, -0.10, -0.45)  -0.50
O (-1.35, -0.91, -0.61)  0.18
C (-0.94, -2.19, -0.53)  -0.17
C (-1.66, -3.35, -0.65)  0.08
H (-3.04, -6.81, -2.08)  0.09
H (-1.75, -5.85, -2.83)  0.09
H (-3.17, -5.06, -2.13)  0.08
H (-1.51, -7.98, -0.62)  0.09
H (-0.37, -7.16, 0.43)  0.09
H (-0.13, -7.16, -1.33)  0.09
H (-3.38, -6.81, 0.36)  0.09
H (-3.52, -5.06, 0.36)  0.08
H (-2.35, -5.84, 1.42)  0.09
H (0.97, -5.49, -0.31)  0.11
H (2.24, -3.40, -0.08)  0.13
H (-2.73, -3.31, -0.80)  0.13

The spin multiplicity is 2. As for the lowest unoccupied orbital energy (alpha / beta): -10.406 / -9.483 eV. For the total energy, the calculation gives -36154.9090 eV. The total charge is +2. Its orbital gap (alpha / beta) is 2.734 / 3.899 eV. The HOMO energy (alpha / beta) comes out at -13.1 / -13.4 eV.



# 5
DFT (wB97M-V/def2-TZVPD) results for a gas-phase ion, C2H4NO2 (charge +1) in a non-equilibrium geometry.

Each line ends with the Löwdin charge.
Geometry (Å):
C (-0.09, -0.19, -0.05)  -0.14
C (1.30, -0.49, -0.03)  0.03
N (-2.14, 0.68, 0.13)  0.14
O (-2.83, 1.35, 0.72)  0.28
O (-0.81, 0.27, 0.84)  0.11
H (-0.37, -0.25, -1.13)  0.17
H (1.74, 0.39, -0.68)  0.20
H (1.56, -1.35, -0.71)  0.15
H (1.65, -0.40, 0.90)  0.06

As for the lowest unoccupied orbital energy: -6.585 eV. For the total energy, the calculation gives -7712.0081 eV. The total charge is +1. Its orbital gap is 10.621 eV. The HOMO energy comes out at -17.2 eV.



# 6
DFT (wB97M-V/def2-TZVPD) results for 2 unconnected molecules or ions with the total composition CH3NO in a non-equilibrium geometry.

Each line ends with the Löwdin charge.
Geometry (Å):
C (1.17, 0.31, -0.09)  0.18
N (-0.96, -0.52, -0.01)  -0.03
O (-1.74, 0.44, -0.01)  -0.08
H (1.89, -0.19, 0.51)  -0.06
H (0.77, 1.24, 0.20)  -0.07
H (-1.14, -1.29, -0.60)  0.06

As for the lowest unoccupied orbital energy (alpha / beta): -1.044 / -0.672 eV. For the total energy, the calculation gives -4615.7777 eV. The total charge is 0. Its orbital gap (alpha / beta) is 7.658 / 8.729 eV. The HOMO energy (alpha / beta) comes out at -8.7 / -9.4 eV.



Which of these has the highest total charge? C23H31BFIrNO2